# 1
A molecular structure, C32H29FN4O3RuSb, computed with wB97M-V/def2-TZVPD.

Positions of all 71 atoms, in Å:
C -1.13484 0.24198 2.46555
C 1.53356 0.38585 3.09557
H 0.52012 -4.51611 -5.07560
H -2.83363 0.09177 1.15360
C -0.12201 -0.75755 -4.69779
H 0.19856 -3.43312 -1.72902
C -3.89599 0.06421 -1.20910
C -1.21605 0.52659 6.29117
C -2.99111 0.37415 4.53127
C 3.26057 0.84796 -2.54108
C -2.61013 -2.08412 -0.87898
C -2.50515 0.18873 2.17527
H -1.67777 -2.18437 -0.31987
C 1.25732 1.77114 -3.34573
C 1.12013 0.82024 5.44784
C 3.10765 3.21205 -2.93884
F -4.70567 0.22208 2.93509
H -3.02980 2.75935 -3.05171
C -0.16210 0.13833 1.40274
C 2.26222 0.01081 0.78267
H -4.71216 -0.34387 -0.62709
C 0.23505 0.09572 6.44775
H 0.59506 0.30544 7.45369
H 1.86256 2.78817 4.93670
C -1.65631 0.43589 4.85063
H 2.13332 0.42587 5.51683
H 3.55839 4.19609 -2.93772
H -3.42906 -2.33853 -0.20922
H 1.45999 2.57580 6.64197
C -0.29717 -1.34616 -5.93641
H 1.90215 -3.12449 -2.16508
H -0.20624 -3.18847 -7.04018
C -3.97783 1.33746 -1.74040
N -1.75607 -0.22546 -2.19028
N 1.94778 0.71630 -2.85588
N 0.27150 -1.50373 -3.64541
H 5.03343 -0.11690 -1.83954
C 1.80726 3.03507 -3.39872
H 4.33923 -0.78964 -3.32073
C 4.10191 -0.37203 -2.33841
C -2.75611 -0.69733 -1.42340
C 3.84375 2.11015 -2.55562
Sb -0.55009 1.35743 -4.45089
Ru 0.50743 -0.58777 -1.62687
C 0.33474 -3.45445 -4.98644
C -1.87385 0.96796 -2.79312
O 3.37332 0.45232 0.91837
C 1.15109 2.33189 5.62580
H 1.09622 -4.59554 -2.68451
C -2.96041 1.79489 -2.56639
H 1.24479 3.86539 -3.80457
C 0.95021 -3.53021 -2.52102
H 0.17211 2.77794 5.44570
C 1.18315 0.17119 1.77503
H -4.84651 1.95435 -1.54832
H 3.60562 -1.13039 -1.74784
H 0.32137 -0.98133 6.28619
H -0.61099 -0.75135 -6.78371
N 0.65100 0.49322 4.07015
C 0.50378 -2.82029 -3.76488
H 2.57901 0.48381 3.36178
H -1.86271 -0.10414 6.90023
C -0.06832 -2.71067 -6.07895
H -2.60594 -2.80509 -1.69938
O 1.90990 -0.69726 -0.29481
H -3.74236 0.40034 5.31129
C -3.39613 0.26616 3.20055
C -0.71317 0.39039 3.79853
H -1.35344 1.54942 6.64925
H 4.88599 2.20912 -2.28543
O -0.56209 0.04738 0.17773

Computed properties:
Net charge: +2
Frontier orbital gap (spin up / spin down) (Ha): 0.307 / 0.219
2S+1: 6
LUMO (spin up / spin down) (eV): -5.39 / -7.81

Now the Mulliken charges, all in e: 0.793, -0.260, 0.514, 0.472, -0.276, 0.202, -0.676, -1.199, -0.630, 0.617, -1.155, -0.420, 0.192, 0.307, -0.279, -0.495, -0.328, 0.476, 1.079, 0.034, 0.542, -1.077, 0.429, 0.396, 0.890, 0.539, 0.461, 0.382, 0.387, -0.883, 0.220, 0.437, -0.544, 0.334, 0.411, 0.942, 0.419, -0.871, 0.332, -1.202, 0.509, -0.743, 0.889, 0.738, -0.980, 0.284, -0.585, -1.357, 0.482, -0.907, 0.449, -1.232, 0.385, -0.355, 0.472, 0.121, 0.357, 0.495, -0.008, 0.689, 0.554, 0.518, -0.419, 0.317, -0.540, 0.576, -0.121, -0.502, 0.378, 0.467, -0.441

---

# 2
A molecular structure, C5H9NO, computed with wB97M-V/def2-TZVPD.

Positions of all 16 atoms, in Å:
C -1.48616 -0.03819 -0.08081
H 0.93069 -1.31410 -1.28338
C 1.25743 0.39182 -0.11966
H -0.59516 -1.35670 1.35121
H 0.20466 1.05026 -0.78164
H 2.49081 1.92916 -0.12433
H -1.05587 2.15784 -0.05074
H -1.82615 -0.03170 -1.12484
H -2.37176 -0.01293 0.56444
H -1.03155 -2.17781 -0.15626
N 2.36686 0.92886 -0.17020
H 1.52696 -1.62894 0.35169
C -0.62111 -1.25505 0.26470
C -0.62427 1.17652 0.22668
C 0.81316 -1.03795 -0.22919
O 0.12016 1.08757 1.30052

Computed properties:
Net charge: 0
Frontier orbital gap (Ha): 0.345
2S+1: 1
LUMO (eV): 0.71

Now the natural (NBO) charges, all in e: -0.462, 0.231, 0.521, 0.230, 0.097, 0.395, 0.179, 0.205, 0.232, 0.216, -0.679, 0.255, -0.393, 0.178, -0.482, -0.722

---

# 3
A molecular structure, C13H22I2N5PdS, computed with wB97M-V/def2-TZVPD.

Positions of all 44 atoms, in Å:
C -1.11517 4.71112 -0.62040
H 2.11146 -1.09362 2.90527
I 1.71378 1.78092 -3.08448
H -4.04387 -1.67970 -1.75025
H 4.73608 -3.19282 2.29250
H -2.46769 -1.74214 0.12610
H 3.62424 -1.75849 0.50272
H 1.47028 -1.32672 1.38048
H -2.76834 -0.04191 -3.23952
H 3.12550 -3.26218 4.34616
H -0.51146 5.52511 -0.99707
C 3.72810 -2.79457 2.42901
C -2.26372 -2.35962 -0.75172
H 4.33486 -0.79625 1.80239
C -2.98382 -1.79847 -1.96791
I 3.25054 1.99877 0.19966
H -2.88518 -2.48214 -2.81273
H -2.96050 5.77782 -0.82312
C -0.22639 -1.56608 -1.87788
N -0.92827 -0.63110 -2.49040
S 1.43417 -1.78937 -2.28276
C -2.36652 -0.45408 -2.31653
H -2.54507 0.26553 -1.51686
C -2.68419 2.62394 0.35235
H 4.17639 -2.01803 4.28746
H -4.34866 3.93140 0.04773
C -2.49243 4.84980 -0.52282
N -0.81312 -2.37157 -0.98403
N 3.39381 -2.44901 3.80913
C -0.68066 1.25992 0.64222
H 2.24318 0.08877 1.69250
H 0.56724 3.40096 -0.31088
C -1.29871 2.48907 0.24522
N 2.25683 -0.92572 1.89524
C -0.50492 3.52842 -0.23637
H -0.30897 -3.22808 -0.82023
C 3.57732 -1.54297 1.56953
C -3.27721 3.81133 -0.03632
H 3.02908 -3.56083 2.08845
Pd 2.15273 0.15377 -1.21861
N -0.17994 0.27314 0.95799
H -3.28116 1.81575 0.75449
H -2.57413 -3.37839 -0.53022
H -0.41550 -0.04168 -3.13550

Computed properties:
Net charge: +1
Frontier orbital gap (Ha): 0.239
2S+1: 1
LUMO (eV): -4.51

Now the natural (NBO) charges, all in e: -0.201, 0.460, -0.193, 0.242, 0.214, 0.209, 0.231, 0.447, 0.234, 0.389, 0.234, -0.243, -0.224, 0.234, -0.428, -0.415, 0.223, 0.230, 0.363, -0.573, -0.199, -0.221, 0.204, -0.185, 0.380, 0.231, -0.162, -0.579, -0.867, 0.373, 0.467, 0.249, -0.159, -0.741, -0.163, 0.421, -0.239, -0.209, 0.201, 0.327, -0.463, 0.224, 0.227, 0.450

---

# 4
A molecular structure, C41H41AsN3O6ReS2Si, computed with wB97M-V/def2-TZVPD.

Positions of all 96 atoms, in Å:
C 2.42889 -3.23768 -1.48044
C -5.26209 -0.73340 0.97300
C 0.63817 4.00963 0.59974
C -1.02979 -0.20981 3.43459
H 2.54172 1.97453 5.24234
O 0.50021 -0.60302 -4.02213
C -3.89733 -0.47373 1.00344
C 4.05885 4.50386 -0.95395
H 3.85429 1.12104 -0.89479
H -5.16012 -3.84781 -0.33139
C -4.78608 0.13580 -2.65486
H 4.44661 0.40954 5.04462
C -3.45126 -2.63224 0.07126
C 1.58317 -4.33974 -1.53817
C 3.77290 0.55295 4.21015
H -1.44972 -3.41488 3.75232
H 1.32050 -2.28981 2.93015
H -2.83619 4.19278 2.28130
C 1.82245 1.48226 -3.26071
C 2.10984 -5.61434 -1.66943
O 5.26440 -7.20482 -1.93233
H 4.44171 -2.53103 -1.51876
N -1.58458 -1.08012 0.61835
C 0.04308 5.24621 0.83723
As 0.95372 1.24771 0.45738
H 5.41552 -4.83387 -1.76287
H -2.74120 -3.36432 -0.29197
C -1.98607 -2.98138 2.90420
H -6.78537 -2.15870 0.46126
C -3.44981 0.15094 -2.18757
S 0.32882 0.53445 -3.09677
C 3.48369 -5.74547 -1.74562
C 3.80659 -3.40496 -1.56179
H 5.40416 2.93349 -1.52775
H 1.36277 -1.81649 1.23477
N 4.05515 -7.10711 -1.89162
C -0.79520 1.71831 -3.81813
H -1.65685 6.26757 1.63789
H -1.74182 1.20494 -3.96378
C -3.88910 2.30455 -1.24379
C 4.35081 -4.67106 -1.69611
H -0.37198 2.01616 -4.77617
H -5.82308 3.12904 -1.44404
C -2.97456 -1.41257 0.54629
C 2.03255 0.91610 2.06827
H -5.96003 0.01464 1.32821
O 3.28168 -8.04176 -1.90288
H -1.81582 1.99244 1.80264
C 2.82640 4.82006 -0.41054
H 1.48135 -6.49037 -1.71654
C -5.18045 2.29281 -1.67095
H -3.52730 0.47306 1.38132
H 0.54236 6.16180 0.54729
C -5.72482 -1.94706 0.49043
H 4.82081 -0.80762 2.92020
H -3.41806 3.09651 -0.67989
H 0.51519 -4.18729 -1.48424
C 1.84004 1.61745 3.25049
C 3.98261 -0.12945 3.01891
C 1.87570 -1.84746 -1.31285
H -0.42062 -0.41245 4.31700
H -2.17299 -3.78229 2.18906
H -0.70014 0.74344 3.02657
O 0.58617 -1.80598 -1.27419
C 3.56526 2.15193 -0.76062
C -1.19859 5.30582 1.44815
Re -0.63857 -0.21297 -0.91910
H 2.55741 5.85672 -0.25484
H -0.91115 2.56529 -3.14513
H 4.74082 5.29555 -1.23527
C 4.43170 3.17429 -1.11829
H 0.67539 -3.36922 1.68276
Si -0.93723 -1.60275 2.19059
H 1.74715 2.43771 -2.74674
C 2.31309 2.46771 -0.25168
C 3.11941 0.05428 1.95028
H -6.65362 1.13465 -2.74995
C 2.70472 1.42859 4.32180
S -2.32701 -1.09366 -2.43620
O 2.62084 -0.87345 -1.25940
H 1.02136 2.32009 3.34595
H -2.06788 -0.09064 3.75493
C 1.94913 3.80048 -0.04737
H 2.62374 0.88203 -2.84053
H 1.95769 1.61339 -4.33442
C -1.28266 2.90263 1.55859
C -1.86338 4.13821 1.80874
H -5.10684 -0.74194 -3.19636
C 0.76962 -2.32425 1.98812
C -5.63118 1.17454 -2.39984
C -4.80921 -2.89554 0.04522
O -1.79458 1.39750 -1.01549
H 3.29756 -0.47558 1.02244
N -3.07597 1.25804 -1.51045
C -0.02425 2.84229 0.97905
H -2.95323 -2.62578 3.26137

Computed properties:
Net charge: 0
Frontier orbital gap (spin up / spin down) (Ha): 0.243 / 0.243
2S+1: 1
LUMO (spin up / spin down) (eV): -0.45 / -0.45

Now the Mulliken charges, all in e: 0.589, -0.861, 0.493, -0.549, 0.425, -0.694, 0.129, -0.989, 0.452, 0.407, -1.178, 0.394, -0.086, -0.366, -0.763, 0.410, 0.361, 0.499, -1.219, -0.519, -0.619, 0.572, 1.346, -0.436, 1.575, 0.496, 0.548, -1.290, 0.388, 1.009, 0.957, -0.151, -0.260, 0.471, -0.572, 1.021, -1.199, 0.384, 0.192, -0.552, -0.720, 0.662, 0.464, -0.412, 1.237, 0.441, -0.620, -0.372, -0.845, 0.510, -0.841, 0.146, 0.421, -0.716, 0.470, 0.468, 0.516, -0.272, -0.967, -0.493, 0.398, 0.325, -0.255, -0.372, -0.733, -1.017, 1.533, 0.418, 0.229, 0.394, -0.743, 0.426, 0.112, 0.332, 0.090, 0.050, 0.404, -0.891, -0.485, -0.581, 0.327, 0.429, 0.494, 0.047, 0.687, -0.645, -0.773, 0.489, -0.216, -0.288, -0.840, -0.130, 0.176, 0.178, 0.205, 0.332